(1)
Computed, not measured: 2 unconnected molecules or ions with the total composition C8H21NO4P at a distorted geometry, with ωB97M-V with the def2-TZVPD basis set.

Geometry as XYZ:
```
35
Properties=species:S:1:pos:R:3:forces:R:3
C 1.95510 -2.67174 -0.66426 0.07 2.46 0.59
C 4.27403 0.94969 0.32017 1.35 -1.21 2.44
C -2.19403 -0.87254 -1.27368 -0.83 -1.30 1.33
C -3.60694 1.07526 -1.24355 -1.38 1.90 1.18
C -2.75678 0.69450 2.30452 -4.61 -1.06 3.23
C 1.28591 -2.25019 0.64227 -2.62 1.11 -1.69
C 3.01814 1.69530 -0.09130 0.99 -1.96 -1.29
C -0.86971 1.00422 0.90495 0.06 -0.31 -1.25
N -2.30075 0.57671 -1.37757 3.50 -1.79 -0.39
O 0.78393 0.50830 -1.33150 -1.18 -0.66 -0.44
O -1.67005 0.31751 1.61523 5.20 -0.28 -2.50
O 1.25158 -0.81514 0.97356 -1.03 1.52 -1.72
O 1.83842 1.51110 0.73115 -1.49 -0.22 0.02
P 0.76453 0.45699 0.12187 3.20 -0.88 2.09
H 1.26743 -2.81562 -1.45332 -0.91 -0.16 -0.80
H 2.62303 -1.83500 -1.00825 -0.09 -1.17 0.43
H 2.41914 -3.59828 -0.44837 0.96 -0.76 -0.10
H 4.25342 -0.18407 0.39033 -0.48 1.29 -0.16
H 5.08596 1.15172 -0.42423 -0.74 0.19 0.65
H 4.62851 1.30676 1.38441 -0.52 -0.61 -2.09
H -1.15328 -1.27835 -1.36234 -0.86 0.72 0.05
H -2.60921 -1.08534 -0.24716 0.57 -0.42 -0.81
H -2.84697 -1.46068 -1.96940 0.44 0.66 0.26
H -3.99820 1.54628 -2.14127 0.01 0.04 -0.14
H -4.31912 0.28599 -0.95237 0.31 0.32 0.01
H -3.56975 1.88509 -0.43229 -0.60 -0.96 -1.09
H -3.26854 -0.36606 2.46020 0.27 2.55 -0.46
H -3.40863 1.45422 1.78825 0.78 -0.85 0.64
H -2.49846 0.95476 3.38180 -0.03 0.18 -1.51
H 1.87808 -2.48284 1.44810 0.84 -1.72 1.89
H 0.18809 -2.53218 0.67446 1.51 -0.40 0.35
H 2.79133 1.34237 -1.11315 -0.07 0.79 0.40
H 3.38538 2.68219 -0.06722 -0.75 1.62 -0.06
H -0.90509 2.05936 0.65095 -1.18 0.47 0.66
H -1.71650 0.78970 -2.19099 -0.69 0.92 0.30
```
Positions in Å, forces in eV/Å.

Results
HOMO energy (spin up / spin down) = -0.474 / -0.474 Eh
F_max = 5.77 eV/A
energy relative to the best compared isomer or geometry (same formula, charge and spin) = 54.6 kcal per mole
total charge = +1
total energy = -27596.46896 eV
gap between HOMO and LUMO (spin up / spin down) = 7.33 / 7.33 eV
LUMO (spin up / spin down) = -5.558 / -5.558 eV

Just the Mulliken charges please, in e? Sure, here they are:
1. C -0.967
2. C -1.035
3. C -0.826
4. C -0.861
5. C -0.613
6. C -0.294
7. C -0.200
8. C 0.184
9. N -0.067
10. O -0.699
11. O -0.072
12. O -0.342
13. O -0.397
14. P 0.921
15. H 0.318
16. H 0.230
17. H 0.381
18. H 0.227
19. H 0.361
20. H 0.273
21. H 0.100
22. H 0.320
23. H 0.421
24. H 0.346
25. H 0.327
26. H 0.188
27. H 0.269
28. H 0.305
29. H 0.349
30. H 0.428
31. H 0.249
32. H 0.264
33. H 0.372
34. H 0.299
35. H 0.242

(2)
Computed, not measured: a molecular structure, C17H19FeN2O3 at a distorted geometry, with ωB97M-V with the def2-TZVPD basis set.

Geometry as XYZ:
```
42
Properties=species:S:1:pos:R:3:forces:R:3
O 4.33034 1.08212 -0.04493 -1.05 3.92 1.05
C 4.10131 2.23579 0.16087 1.81 -2.90 -2.13
Fe 3.44120 3.97895 0.55529 -2.04 -1.98 -1.31
C 4.45232 5.16392 1.39962 3.18 -0.31 2.13
O 5.26087 5.34451 2.22819 -1.43 0.78 -1.24
C 2.93664 2.86799 1.91118 -2.55 -2.10 3.05
O 2.45316 2.03095 2.60365 1.76 2.01 -1.48
C -0.05510 0.92401 -0.77291 3.53 0.53 3.51
C -0.85566 1.71189 0.22515 -0.52 -0.50 1.00
C -0.47650 3.13005 0.73345 -0.18 -0.76 0.14
C 0.93590 3.72750 0.74399 -1.52 0.93 -0.63
C 1.44499 4.07585 -0.57578 -1.29 -0.77 -0.62
C 1.24208 3.17943 -1.76610 0.95 0.03 2.32
C 0.88755 1.80297 -1.64605 0.12 -1.12 -2.65
H 0.85773 0.66507 -0.12067 -1.09 0.12 -0.42
H -1.91586 1.72233 0.04175 -0.68 0.23 -0.79
H -0.84442 0.99450 1.03392 0.02 0.16 1.02
H -1.04006 3.83840 0.06210 0.12 -0.35 0.86
H -0.86108 3.10843 1.79247 0.05 0.48 -1.05
H 0.84300 4.52319 1.53490 0.80 -0.41 -1.00
H 1.42254 5.13681 -0.83009 0.56 0.26 0.04
H 1.86524 3.58715 -2.62478 -0.73 -1.22 0.80
H 1.60523 1.08385 -2.09647 -0.57 0.66 -0.79
C -3.27290 -4.98958 -0.66596 0.47 0.28 0.24
N -2.01273 -4.48678 -0.13297 -0.76 -2.79 0.15
C -1.33284 -5.48040 0.69862 -0.27 0.54 -0.35
C -1.58332 -3.20237 -0.28705 0.50 0.87 -0.12
C -0.50474 -2.67728 0.43527 -0.18 0.94 -0.53
C -0.08962 -1.38034 0.22219 1.22 -1.37 1.62
N -0.59748 -0.55799 -0.74415 1.07 2.75 -1.50
C -1.71532 -1.00957 -1.34594 -1.61 -1.32 -0.99
C -2.19197 -2.30510 -1.20374 0.95 1.85 0.07
H -3.82380 -4.18226 -1.15657 0.02 -0.37 0.16
H -3.07981 -5.79998 -1.39491 -0.20 0.24 0.16
H -3.89399 -5.40121 0.15312 0.07 0.14 -0.30
H -0.24559 -5.32441 0.68984 -0.29 -0.10 -0.02
H -1.68825 -5.45606 1.74891 0.16 -0.02 -0.24
H -1.55412 -6.48558 0.29154 0.18 0.42 0.18
H 0.01486 -3.29421 1.14241 0.18 0.14 0.39
H 0.70598 -0.97694 0.82351 0.18 0.08 0.02
H -2.17969 -0.28851 -1.99011 -0.31 -0.01 -0.39
H -2.98609 -2.61710 -1.83276 -0.66 0.05 -0.38
```
Positions in Å, forces in eV/Å.

Results
HOMO energy (spin up / spin down) = -0.064 / -0.135 Eh
F_max = 5.01 eV/A
2S+1 = 5
total charge = -1
total energy = -61438.41573 eV
gap between HOMO and LUMO (spin up / spin down) = 4.38 / 6.30 eV
LUMO (spin up / spin down) = 2.641 / 2.611 eV

Just the Mulliken charges please, in e? Sure, here they are:
1. O -0.385
2. C 0.159
3. Fe 0.102
4. C 0.173
5. O -0.384
6. C 0.219
7. O -0.423
8. C 0.516
9. C -0.461
10. C -0.807
11. C -0.619
12. C 0.015
13. C -1.024
14. C -0.505
15. H -0.204
16. H 0.300
17. H 0.452
18. H 0.288
19. H 0.333
20. H 0.324
21. H 0.347
22. H 0.221
23. H 0.200
24. C -1.010
25. N 0.038
26. C -1.141
27. C 1.774
28. C -0.508
29. C -0.776
30. N 0.098
31. C -0.671
32. C -0.849
33. H 0.283
34. H 0.291
35. H 0.329
36. H 0.356
37. H 0.293
38. H 0.335
39. H 0.273
40. H 0.432
41. H 0.425
42. H 0.193

(3)
Computed, not measured: a molecular structure, C28H26IrN2O2S2, with ωB97M-V with the def2-TZVPD basis set.

Geometry as XYZ:
```
61
Properties=species:S:1:pos:R:3:forces:R:3
Ir -0.41175 -0.05474 -1.60577 0.24 -0.47 -0.38
S 1.44627 -0.70513 -2.97059 -0.30 0.24 0.23
C 1.73961 -2.37791 -2.60417 0.05 -0.09 0.05
C 2.74889 -3.02303 -3.33322 -0.04 0.08 0.02
C 3.07316 -4.33967 -3.10153 0.00 -0.07 0.03
C 2.40798 -5.08140 -2.11346 0.03 0.00 -0.02
C 1.41993 -4.48328 -1.38240 -0.01 0.02 -0.01
C 1.04652 -3.13316 -1.61418 0.06 0.04 -0.02
S -0.23323 -2.51210 -0.69193 -0.03 0.03 -0.01
H 3.27669 -2.45671 -4.08878 0.01 0.00 -0.01
H 3.85705 -4.80497 -3.68467 0.01 0.00 -0.01
H 2.67528 -6.11318 -1.93218 0.00 0.00 0.00
H 0.89173 -5.02870 -0.61183 -0.01 0.00 0.01
C -1.02499 2.90866 -2.90246 0.03 0.06 -0.05
N -1.48899 1.53210 -2.76970 -0.10 0.08 0.05
C -2.57931 1.17146 -3.34932 0.00 0.02 0.02
C -2.98899 -0.17852 -3.27252 0.01 -0.04 -0.06
C -4.06011 -0.86755 -3.83800 0.04 0.06 0.04
C -3.90857 -2.20054 -3.44927 0.05 -0.02 0.03
C -2.75664 -2.25640 -2.66599 -0.05 -0.04 0.01
N -2.19177 -1.03863 -2.55761 0.00 0.16 0.10
C -0.07633 3.27739 -1.79491 0.02 0.01 -0.02
C 1.24586 2.84309 -1.84765 -0.01 0.02 -0.02
C 2.13537 3.17683 -0.83716 -0.01 0.02 0.02
C 1.71017 3.95996 0.22612 0.02 -0.04 0.02
C 0.39112 4.38525 0.29103 -0.02 0.01 -0.01
C -0.49836 4.04153 -0.71489 -0.01 -0.03 0.02
H -1.88224 3.58821 -2.90897 0.02 0.01 0.00
H -0.50845 3.01289 -3.86250 -0.01 -0.01 0.02
H -3.17981 1.89657 -3.90003 0.01 -0.02 -0.02
H -4.84090 -0.44119 -4.44708 -0.02 0.00 -0.02
H -4.54854 -3.03139 -3.69409 -0.02 -0.02 -0.01
H -2.33297 -3.12213 -2.18278 0.01 0.00 0.01
H 1.58919 2.26607 -2.69909 0.00 -0.02 0.00
H 3.15939 2.83117 -0.88446 0.02 -0.01 -0.01
H 2.40540 4.23514 1.00852 0.01 0.00 0.01
H 0.05600 4.98630 1.12576 -0.01 0.01 0.01
H -1.52970 4.36832 -0.66175 -0.01 0.00 0.00
C 0.35681 -0.07034 6.77584 0.00 0.02 0.01
C 0.26585 0.04952 5.27997 0.01 0.00 0.00
C 1.34265 0.49457 4.52882 0.00 -0.01 0.01
C 1.28201 0.57818 3.14299 -0.01 -0.01 -0.05
C 2.50610 1.00396 2.38018 0.06 0.02 0.04
C 0.08344 0.25084 2.49824 0.03 -0.07 -0.04
C -1.02046 -0.20965 3.23446 0.01 0.02 0.00
C -2.30404 -0.66829 2.59104 0.00 -0.03 0.05
C -0.89861 -0.30888 4.61348 -0.03 0.05 0.01
C 0.00580 0.31078 1.00800 -0.10 0.15 0.15
O 0.95734 -0.12598 0.29922 0.04 -0.08 -0.06
O -1.03004 0.75347 0.43286 0.00 -0.09 -0.08
H 1.24416 0.43209 7.15857 0.00 0.00 0.01
H 0.40755 -1.11786 7.07889 0.00 -0.01 0.00
H -0.51863 0.36699 7.25730 0.00 0.00 0.01
H 2.26271 0.77389 5.02999 0.01 0.00 0.00
H 3.25507 1.40871 3.06067 -0.01 0.00 0.02
H 2.26843 1.75848 1.63372 0.01 0.01 -0.04
H 2.93853 0.15822 1.84598 0.01 0.01 0.00
H -2.69104 0.06208 1.88914 -0.02 0.03 -0.04
H -3.05716 -0.85918 3.35492 0.03 -0.03 0.01
H -2.14433 -1.60176 2.04344 -0.01 0.05 -0.04
H -1.74615 -0.67047 5.18575 0.00 -0.01 0.01
```
Positions in Å, forces in eV/Å.

Results
HOMO energy (spin up / spin down) = -0.266 / -0.288 Eh
F_max = 0.66 eV/A
2S+1 = 6
total energy = -61040.57066 eV
gap between HOMO and LUMO (spin up / spin down) = 7.75 / 5.32 eV
LUMO (spin up / spin down) = 0.511 / -2.525 eV

Just the Mulliken charges please, in e? Sure, here they are:
1. Ir 1.823
2. S -0.574
3. C 0.494
4. C -0.757
5. C -0.423
6. C -0.640
7. C -0.531
8. C 0.690
9. S -0.188
10. H 0.415
11. H 0.369
12. H 0.371
13. H 0.405
14. C -1.235
15. N -0.074
16. C 0.194
17. C -0.026
18. C -0.924
19. C -0.751
20. C -0.512
21. N -0.195
22. C 0.418
23. C -0.316
24. C -0.376
25. C -0.337
26. C -0.658
27. C -0.489
28. H 0.561
29. H 0.308
30. H 0.396
31. H 0.451
32. H 0.421
33. H 0.463
34. H 0.482
35. H 0.374
36. H 0.396
37. H 0.394
38. H 0.350
39. C -1.496
40. C 0.596
41. C -0.943
42. C 0.703
43. C -1.352
44. C 0.652
45. C 0.955
46. C -1.519
47. C -0.892
48. C 1.035
49. O -0.905
50. O -0.786
51. H 0.362
52. H 0.299
53. H 0.364
54. H 0.305
55. H 0.398
56. H -0.067
57. H 0.295
58. H 0.252
59. H 0.401
60. H 0.227
61. H 0.350

(4)
Computed, not measured: C3H4N2O in the gas phase at a distorted geometry, with ωB97M-V with the def2-TZVPD basis set.

Geometry as XYZ:
```
10
Properties=species:S:1:pos:R:3:forces:R:3
N -0.46308 0.51583 -1.55164 0.78 1.02 -0.42
C -0.00168 0.17361 -0.29724 -0.19 0.02 -0.31
C -0.66327 -0.77560 0.34225 0.21 0.48 -0.53
N -0.05765 -0.99238 1.59713 -0.02 0.22 -0.43
C 0.92352 -0.13665 1.58279 -0.23 -0.21 0.03
O 1.04291 0.62789 0.46343 -0.06 0.03 -0.15
H -1.03162 1.33354 -1.65566 0.20 0.25 -0.21
H -0.00263 0.14656 -2.35839 0.20 0.27 -0.25
H -1.42344 -0.95864 -0.46557 -0.48 -1.83 2.41
H 1.67693 0.06584 2.34291 -0.39 -0.25 -0.15
```
Positions in Å, forces in eV/Å.

Results
HOMO energy = -0.343 Eh
F_max = 3.07 eV/A
energy relative to the best compared isomer or geometry (same formula, charge and spin) = 52.9 kcal per mole
total energy = -8201.59154 eV
gap between HOMO and LUMO = 10.18 eV
LUMO = 0.836 eV
SMILES = Nc1cnco1

Just the Mulliken charges please, in e? Sure, here they are:
1. N -0.434
2. C 0.383
3. C -0.200
4. N -0.600
5. C 0.079
6. O -0.366
7. H 0.203
8. H 0.202
9. H 0.349
10. H 0.384